[1]
Below is 2 unconnected molecules or ions with the total composition C10H12IO3S in a non-equilibrium geometry, with properties calculated with ωB97M-V/def2-TZVPD.

Geometry as XYZ:
```
27
C10H12IO3S, DFT ωB97M-V/def2-TZVPD
C -1.49352 1.36155 -1.25150
C -1.18306 0.26323 -2.12012
C -0.55754 1.32160 1.02465
C -1.34070 1.80053 -0.03182
C 1.72106 0.08111 0.90908
C 1.23176 -1.42926 0.91891
C -1.22612 -1.10273 -1.91749
C 0.67227 0.84581 0.98678
C -1.94104 3.16054 0.20992
C 2.35048 -2.47523 1.20584
O -1.26488 -3.17416 -0.60506
O 0.65095 -1.58955 -0.35218
O -1.55321 -1.10290 0.77412
S -0.96716 -1.77538 -0.36472
I 5.42706 0.02957 -0.51774
H -1.69072 2.14315 -2.00567
H -1.43373 0.60270 -3.18962
H -0.89566 1.66133 2.02521
H 2.80082 0.43181 0.88630
H 0.42053 -1.48977 1.60385
H -1.10233 -1.83115 -2.75777
H -3.06508 3.03218 0.17679
H -1.41012 3.86801 -0.50409
H -1.74162 3.43212 1.22352
H 2.96809 -1.99898 1.94934
H 1.84648 -3.33414 1.48321
H 2.77699 -2.73200 0.24027
```

Properties
**Gap between HOMO and LUMO**: 5.55 eV
**LUMO energy**: 0.0679 hartree
**Total charge**: -1

Here are the natural (NBO) charges for atoms 1 to 5, given in e: atom 1 (C): -0.302, atom 2 (C): -0.092, atom 3 (C): -0.351, atom 4 (C): 0.090, atom 5 (C): -0.293



[2]
Below is a single C11H16N4O3 molecule in a non-equilibrium geometry, with properties calculated with ωB97M-V/def2-TZVPD.

Geometry as XYZ:
```
34
C11H16N4O3, DFT ωB97M-V/def2-TZVPD
N 1.29380 0.22673 0.65611
C 0.18834 0.79586 -0.11660
C 0.82157 1.79319 -1.03289
C 1.42072 2.99484 -0.42603
C 0.92329 4.25301 -0.01999
N 1.97766 4.74473 0.70109
C 3.05936 3.94074 0.62456
N 2.69120 2.83673 0.08175
C -0.71642 -0.24497 -1.02806
O -0.97102 0.12219 -2.15473
N -1.32006 -1.27408 -0.39575
C -2.20743 -2.09181 -1.25024
C -2.53656 -3.33336 -0.51799
C -2.17722 -3.05679 0.98369
C -0.87570 -2.13762 0.87079
C 0.45639 -2.95266 0.52402
O 0.28008 -4.07573 0.09859
O 1.62541 -2.37893 0.68673
H 1.13676 0.46793 1.66204
H 1.99632 1.03574 0.56213
H -0.39472 1.28247 0.68262
H 0.05540 1.99329 -1.73039
H 1.49586 1.24080 -1.65852
H -0.00637 4.60294 0.12758
H 2.00461 5.65565 1.07408
H 3.99657 4.27262 1.01925
H -3.06727 -1.44852 -1.70319
H -1.61093 -2.23596 -2.22387
H -1.91525 -4.18949 -0.89011
H -3.66638 -3.53910 -0.68149
H -2.94642 -2.46314 1.42734
H -1.80229 -4.00269 1.52007
H -0.74420 -1.40013 1.59391
H 1.53489 -1.43446 0.93352
```

Properties
**Gap between HOMO and LUMO**: 9.51 eV
**LUMO energy**: 0.0164 hartree
**SMILES string**: N[C@@H](Cc1c[nH]cn1)C(=O)N1CCC[C@H]1C(=O)O

Here are the natural (NBO) charges for atoms 1 to 5, given in e: atom 1 (N): -0.890, atom 2 (C): -0.105, atom 3 (C): -0.492, atom 4 (C): 0.112, atom 5 (C): -0.110



[3]
Below is 2 unconnected molecules or ions with the total composition C4H8N2O2S in a non-equilibrium geometry, with properties calculated with ωB97M-V/def2-TZVPD.

Geometry as XYZ:
```
17
C4H8N2O2S, DFT ωB97M-V/def2-TZVPD
C -3.34641 -0.88378 -0.82376
C -2.61753 0.04676 -0.54536
C 0.06957 -0.69960 0.29986
C -1.54260 0.90682 -0.13999
N 3.30241 1.12990 0.07467
N -0.27331 0.37765 -0.55736
O 0.86638 1.61922 0.41623
O 0.09350 0.43333 -1.77558
S 2.05185 2.24425 -0.19305
H -4.22406 -1.60253 -0.97786
H 1.02729 -1.18058 -0.07219
H 0.32170 -0.27921 1.30774
H -0.63558 -1.41287 0.41824
H -1.35779 1.02870 0.82895
H -1.92141 1.86402 -0.52306
H 3.58658 0.62959 -0.79537
H 3.19029 0.42503 0.84665
```

Properties
**Gap between HOMO and LUMO (alpha / beta)**: 7.53 / 8.46 eV
**LUMO energy (alpha / beta)**: -0.0089 / 0.0166 hartree

Here are the natural (NBO) charges for atoms 1 to 5, given in e: atom 1 (C): -0.215, atom 2 (C): -0.041, atom 3 (C): -0.451, atom 4 (C): -0.332, atom 5 (N): -1.069



[4]
Below is 2 unconnected molecules or ions with the total composition C4H11ClN in a non-equilibrium geometry, with properties calculated with ωB97M-V/def2-TZVPD.

Geometry as XYZ:
```
17
C4H11ClN, DFT ωB97M-V/def2-TZVPD
C -0.99788 1.47675 -2.60168
C 0.45694 -0.53818 3.45420
C 0.01953 1.06578 -1.61155
C -0.02545 -1.12143 2.16557
N 0.37234 -0.34290 -1.61995
Cl 1.01665 -1.70416 0.99465
H -0.41263 1.47038 -3.53204
H -1.92174 0.78960 -2.48267
H -1.35078 2.37565 -2.34528
H 0.87797 -1.42234 4.12570
H -0.29679 -0.05168 4.12560
H 1.11769 0.41816 3.23349
H 0.89221 1.54998 -1.34118
H -0.94524 -1.71137 2.26983
H 1.22576 -0.54220 -2.27385
H -0.39377 -0.96210 -1.94599
H 0.36518 -0.74994 -0.61485
```

Properties
**Gap between HOMO and LUMO (alpha / beta)**: 8.52 / 10.21 eV
**LUMO energy (alpha / beta)**: -0.1252 / -0.1749 hartree
**Total charge**: +1
**2S+1**: 3

Here are the natural (NBO) charges for atoms 1 to 5, given in e: atom 1 (C): -0.681, atom 2 (C): -0.720, atom 3 (C): 0.099, atom 4 (C): -0.192, atom 5 (N): -0.780



[5]
Below is 2 unconnected molecules or ions with the total composition C4H10O2S, with properties calculated with ωB97M-V/def2-TZVPD.

Geometry as XYZ:
```
17
C4H10O2S, DFT ωB97M-V/def2-TZVPD
O 1.64793 2.68718 -1.52542
C 0.75937 1.88587 -1.58480
C 0.52018 0.71242 -0.68027
C 0.96571 0.82580 0.78810
C 0.14882 -0.07148 1.70754
S -0.04457 -1.80111 1.18498
H 0.02998 1.94302 -2.41632
H 0.94390 -0.18722 -1.13132
H -0.57518 0.61176 -0.67644
H 2.02182 0.55942 0.89901
H 0.90177 1.87093 1.09644
H -0.88817 0.24944 1.72417
H 0.51628 -0.00308 2.72468
H 0.88655 -2.39053 1.94519
O -2.72736 -2.36424 -1.72790
H -2.78062 -1.54406 -1.22723
H -2.32641 -2.98413 -1.10041
```

Properties
**Gap between HOMO and LUMO**: 10.07 eV
**LUMO energy**: 0.0189 hartree
**SMILES string**: O=CCCCS.O

Here are the natural (NBO) charges for atoms 1 to 5, given in e: atom 1 (O): -0.515, atom 2 (C): 0.453, atom 3 (C): -0.520, atom 4 (C): -0.410, atom 5 (C): -0.507



[6]
Below is a single C13H15BrN2O2 molecule, with properties calculated with ωB97M-V/def2-TZVPD.

Geometry as XYZ:
```
33
C13H15BrN2O2, DFT ωB97M-V/def2-TZVPD
Br -3.36357 -0.67479 -0.71763
C -2.14152 0.50561 0.14011
C -2.49129 1.08588 1.34096
C -1.57992 1.93769 1.94549
C -0.35473 2.18374 1.36557
C -0.01088 1.57867 0.15563
O 1.22735 1.86468 -0.32395
C 1.69411 1.17637 -1.46139
C 3.19425 1.46305 -1.59675
O 3.98760 0.78305 -0.65757
C 4.20854 -0.59146 -0.89887
C 3.96698 -1.39323 0.38968
N 2.57384 -1.46178 0.72775
C 1.64345 -2.29245 0.16169
C 0.45444 -1.98948 0.75823
N 0.63236 -0.99313 1.66520
C 1.90099 -0.69812 1.62072
C -0.92488 0.74339 -0.47440
H -3.44593 0.87596 1.79650
H -1.83174 2.40313 2.88585
H 0.36755 2.83144 1.83498
H 1.17539 1.52924 -2.36450
H 1.52226 0.09720 -1.35442
H 3.51588 1.23154 -2.62160
H 3.36253 2.52308 -1.39583
H 5.25340 -0.73192 -1.21065
H 3.55712 -0.96690 -1.69614
H 4.35890 -2.40663 0.26042
H 4.49885 -0.89975 1.20582
H 1.90575 -3.01656 -0.58293
H -0.51175 -2.42319 0.59508
H 2.37593 0.06075 2.20885
H -0.70662 0.26683 -1.41681
```

Properties
**Gap between HOMO and LUMO**: 9.12 eV
**LUMO energy**: 0.0269 hartree
**SMILES string**: Brc1cccc(OCCOCCn2ccnc2)c1

Here are the natural (NBO) charges for atoms 1 to 5, given in e: atom 1 (Br): 0.038, atom 2 (C): -0.031, atom 3 (C): -0.278, atom 4 (C): -0.166, atom 5 (C): -0.279



Values of E, in order: -1309.756599 -873.465548 -815.136383 -673.523482 -707.049466 -3338.358375, all in Eh.
Values of relative energy (zero: lowest compared OMol25 entry of this formula, charge and spin), in order: 20.2 64.3 169.8 0.0 27.6 0.0, all in kcal per mole.